1.
C6H9N | wB97M-V/def2-TZVPD

The geometry in XYZ format:
```
16
Properties=species:S:1:pos:R:3
H -2.64 0.63 -1.45
H -2.90 -0.96 1.30
H 3.89 -0.68 1.10
C -1.00 -0.22 -0.59
C 0.25 0.51 -0.25
C 4.01 -0.22 0.15
C 1.62 0.39 -0.26
H 0.09 1.46 0.30
C -3.21 -0.66 0.30
H -4.18 -0.22 0.35
H -2.43 1.42 0.20
N 2.82 0.36 -0.39
C -2.31 0.46 -0.32
H -3.15 -1.68 -0.14
H 4.29 -1.10 -0.50
H 4.84 0.50 0.22
```

Its energy above the lowest of the compared OMol25 structures with the same formula, charge and spin is 543.8 kJ/mol. The value obtained for the orbital gap is 7.51 eV. Its LUMO energy is 0.088 eV.

These are the natural (NBO) partial charges, in e, on atoms 1 to 4:
1 H 0.248
2 H 0.202
3 H 0.208
4 C 0.034

=====

2.
CH5N3O | wB97M-V/def2-TZVPD

The geometry in XYZ format:
```
10
Properties=species:S:1:pos:R:3
H 0.45 -0.72 -2.19
N -0.60 -0.20 1.41
O 0.44 0.47 2.15
C -0.32 -0.28 0.02
H -0.10 1.30 2.39
H -0.73 -1.21 -0.37
H 1.01 0.88 -2.46
N 0.20 0.68 -0.67
H -0.63 -1.22 1.74
N 0.27 0.31 -2.01
```

Its energy above the lowest of the compared OMol25 structures with the same formula, charge and spin is 292.1 kJ/mol. The value obtained for the orbital gap is 9.25 eV. Its LUMO energy is 0.966 eV. The structure (SMILES) is N/N=C/NO.

These are the natural (NBO) partial charges, in e, on atoms 1 to 4:
1 H 0.338
2 N -0.340
3 O -0.558
4 C 0.154

=====

3.
C22H23ClIrN2P | wB97M-V/def2-TZVPD

The geometry in XYZ format:
```
50
Properties=species:S:1:pos:R:3
C 4.17 -0.27 -0.72
C -0.88 -0.74 -2.07
H -1.85 -1.88 -3.61
H 0.11 -0.88 -2.48
H -1.89 4.84 -1.99
C 2.04 0.75 -2.21
C -0.26 5.35 -0.68
P 0.30 0.81 0.04
H -4.13 -1.58 -2.66
H 1.16 -2.24 1.43
C 0.38 -2.20 2.18
H 0.00 -4.33 2.65
C -1.08 -1.46 3.58
C -2.33 0.13 -0.34
C 0.05 2.59 -0.34
H -0.38 6.42 -0.81
N -1.12 -2.80 3.69
C 0.75 4.86 0.15
N -0.17 -1.08 2.67
Ir 0.30 0.87 2.21
H 1.22 1.19 -2.78
C 3.27 0.52 -2.82
C 0.91 3.49 0.32
C -0.21 -3.28 2.81
H 1.70 3.10 0.96
H 0.19 -5.73 -3.96
H -1.80 -4.65 4.47
H -4.42 -0.31 -0.54
H 0.93 -5.70 -3.93
H -1.77 -3.28 5.63
C -3.27 -1.14 -2.16
H -3.05 -3.35 4.35
C 4.33 0.00 -2.08
C -1.04 -0.01 -0.89
C 2.94 -0.04 -0.11
H -1.68 -0.78 4.16
C -1.11 4.46 -1.34
C 1.86 0.45 -0.85
H -2.44 0.67 0.60
C -0.96 3.09 -1.17
Cl 0.32 1.73 4.36
C -1.98 -3.56 4.58
C -3.43 -0.42 -0.98
H 5.01 -0.65 -0.14
H -1.63 2.40 -1.68
C -1.99 -1.30 -2.70
H 3.40 0.75 -3.88
H 2.81 -0.22 0.96
H 1.41 5.55 0.67
H 5.29 -0.18 -2.56
```

Its spin multiplicity is 5. The value obtained for the orbital gap (spin up / spin down) is 7.94 / 4.29 eV. Its LUMO energy (spin up / spin down) is -6.394 / -10.854 eV. The expectation value of S² is 6.0243. Its charge is +2.

These are the natural (NBO) partial charges, in e, on atoms 1 to 4:
1 C -0.178
2 C -0.194
3 H 0.244
4 H 0.236

=====

4.
C20H30O15 | wB97M-V/def2-TZVPD

The geometry in XYZ format:
```
65
Properties=species:S:1:pos:R:3
O 7.38 -38.89 4.41
H 7.03 -43.81 2.92
C 7.08 -37.54 4.26
O 7.12 -38.65 -1.87
H 4.36 -38.75 -1.13
C 6.41 -39.00 -2.99
C 8.25 -36.95 3.44
C 4.38 -43.20 -1.95
H 4.87 -43.39 -3.97
H 5.96 -38.54 1.28
O 4.29 -39.92 3.13
H 3.71 -33.12 -0.62
H 4.50 -44.28 -2.09
H 7.17 -39.90 -0.52
O 9.11 -38.05 3.26
H 4.55 -35.15 -0.24
C 5.12 -39.52 -1.27
H 7.14 -40.79 0.29
C 7.96 -36.47 2.07
C 6.43 -38.12 0.39
H 2.17 -42.67 -1.56
C 6.19 -41.96 -1.79
O 5.39 -36.39 -1.63
C 3.17 -42.63 -1.14
H 5.58 -43.62 1.92
H 6.22 -34.71 -0.76
H 7.94 -41.85 2.05
C 4.68 -42.57 -3.29
O 8.88 -40.35 3.45
C 3.67 -33.25 -1.70
O 7.12 -41.34 -1.26
C 5.26 -35.13 -1.07
C 6.86 -41.87 1.90
C 4.68 -34.28 -2.12
H 5.50 -33.86 -2.70
O 4.68 -37.46 -3.49
H 3.14 -43.22 -0.22
H 7.14 -43.84 1.11
C 6.46 -39.10 -0.75
H 5.77 -41.94 -0.03
H 5.93 -37.17 0.24
O 5.56 -42.88 -1.26
C 6.21 -41.22 0.66
C 8.50 -39.21 3.76
C 5.17 -40.49 2.47
H 4.64 -40.42 -0.90
O 4.13 -35.24 -3.03
H 3.41 -41.57 -1.09
H 3.78 -32.23 -2.08
H 8.82 -36.33 4.14
H 6.74 -37.15 5.22
H 3.90 -41.96 -3.76
O 5.30 -40.27 1.20
H 2.63 -33.44 -1.96
H 6.13 -37.42 3.74
O 6.67 -38.71 -4.11
H 7.42 -38.04 0.83
H 6.98 -36.00 2.19
H 7.96 -37.29 1.36
C 4.68 -36.47 -2.78
H 8.71 -35.75 1.75
O 6.06 -41.39 2.94
O 5.38 -39.77 -2.65
O 5.81 -41.83 -3.07
C 6.65 -43.41 1.98
```

Its energy above the lowest of the compared OMol25 structures with the same formula, charge and spin is 1010.9 kJ/mol. The value obtained for the orbital gap is 9.55 eV. Its LUMO energy is 0.441 eV. The structure (SMILES) is C[C@H]1COC(=O)O1.C[C@H]1COC(=O)O1.C[C@H]1COC(=O)O1.C[C@H]1COC(=O)O1.C[C@H]1COC(=O)O1.

These are the natural (NBO) partial charges, in e, on atoms 1 to 4:
1 O -0.467
2 H 0.222
3 C -0.104
4 O -0.501

=====

5.
C4H3ClN2O2 | wB97M-V/def2-TZVPD

The geometry in XYZ format:
```
12
Properties=species:S:1:pos:R:3
O -2.45 -1.44 -1.50
Cl -2.83 -1.45 1.04
C 1.51 -0.73 0.07
H 0.85 -1.52 -0.29
C -0.50 0.74 -0.17
C 0.91 0.64 0.08
C -2.19 -1.06 -0.45
N 1.28 1.88 0.38
H 2.51 -0.71 -0.57
O 0.17 2.65 0.32
N -0.92 1.94 0.05
H 1.66 -0.96 1.03
```

Its energy above the lowest of the compared OMol25 structures with the same formula, charge and spin is 443.7 kJ/mol. The value obtained for the orbital gap (spin up / spin down) is 8.51 / 8.55 eV. Its LUMO energy (spin up / spin down) is -1.394 / -1.392 eV.

These are the natural (NBO) partial charges, in e, on atoms 1 to 4:
1 O -0.436
2 Cl 0.103
3 C -0.625
4 H 0.230

=====

6.
C19H40IN2O9P2 | wB97M-V/def2-TZVPD

The geometry in XYZ format:
```
73
Properties=species:S:1:pos:R:3
H -2.10 -1.98 -2.85
P -5.41 -1.45 -1.86
H 2.54 0.33 -7.18
N 1.84 1.57 5.03
H 2.55 2.63 -6.08
H 2.59 0.98 0.39
O 2.59 0.33 -2.17
O -3.86 -2.05 -1.83
O -5.95 -3.08 -2.07
H -7.14 -0.07 -0.17
H 3.39 0.55 6.61
H 3.99 1.68 -5.72
H 1.73 4.01 -1.41
C 3.14 -0.46 -1.13
H -5.83 -5.09 -1.97
C -8.20 -1.95 -0.28
H -7.01 -1.08 1.28
O -1.24 -0.60 5.30
H -4.46 -5.32 0.02
C 6.00 1.47 4.67
H 3.78 -0.24 0.92
C 6.24 -0.08 5.22
H -3.12 -0.57 -3.09
H 6.56 2.28 5.30
H 1.44 2.80 3.09
H -1.55 -1.35 -0.57
H 1.75 3.78 -3.14
H 2.39 -1.21 -0.86
C 0.48 1.25 5.63
C 2.20 0.51 -6.16
H -4.30 -4.31 -2.29
H 0.70 0.62 6.62
C 3.17 1.15 5.61
H -4.20 -3.58 0.13
H 6.42 1.49 3.56
C 1.78 3.24 -2.18
O 4.14 0.15 -3.91
C -5.21 -4.23 -1.69
C 4.37 1.67 4.59
H 4.03 -0.98 -1.49
O -4.93 0.01 -1.67
H -1.28 0.08 -1.58
H -8.05 -3.00 -0.01
C 2.26 2.33 3.79
H 4.27 1.10 -0.13
H 7.10 -0.63 4.62
H -2.72 -0.05 -0.54
H 5.27 -0.74 5.06
H -5.82 -4.24 0.39
O -5.80 -1.64 -0.26
N 3.73 2.42 3.45
H -0.08 2.23 6.02
C 3.46 0.39 0.09
C -2.78 -1.29 -2.34
C -2.04 -0.61 -1.20
H 0.62 1.78 -1.07
H -8.30 -1.92 -1.37
P 3.62 1.31 -3.02
H -0.35 2.94 -2.01
I -0.54 0.34 2.48
C -7.03 -1.10 0.18
H 1.12 0.66 -6.17
H 6.50 -0.14 6.36
O 2.57 1.85 -4.19
H 2.38 -0.39 -5.57
C 2.90 1.72 -5.57
O 3.04 2.60 -2.02
H 0.48 1.61 -2.82
C -4.91 -4.35 -0.20
C -0.46 0.29 4.68
H 4.11 2.90 2.61
C 0.57 2.34 -2.02
H -9.14 -1.60 0.16
```

The value obtained for the orbital gap is 6.92 eV. Its LUMO energy is -4.185 eV. Its charge is +1.

These are the Löwdin partial charges, in e, on atoms 1 to 4:
1 H 0.120
2 P 0.787
3 H 0.082
4 N -0.092